The following is a DFT calculation (the ωB97M-V functional and the def2-TZVPD basis) of a molecular structure, C3H10N2O3 in a non-equilibrium geometry.

## Properties
maximum force	4.90	eV/Å
relative energy (zero: lowest compared OMol25 entry of this formula, charge and spin)	259.7	kJ/mol
multiplicity	1
lowest unoccupied orbital energy	0.5	eV

Element x y z (Å)
N1 -0.4114 0.2804 -1.2439
C1 0.0532 -0.1035 0.1132
C2 -0.0868 1.0907 1.0495
O1 -1.4591 1.5299 0.9657
C3 1.5626 -0.5129 0.1131
N2 1.7229 -1.5538 -0.8409
O2 2.4100 0.1907 0.5868
H1 0.0988 -0.3921 -1.8143
H2 0.0904 1.1292 -1.5000
H3 -0.5847 -0.8983 0.4790
H4 0.0878 0.7744 2.0702
H5 0.5277 1.9303 0.7203
H6 -1.5673 2.2326 1.6104
H7 2.6727 -1.8034 -1.1131
H8 1.5856 -1.9377 0.1954
H9 -3.7428 -0.7706 -0.9719
H10 -2.2101 -0.4855 -0.9727
O3 -2.9184 -0.9364 -0.4852